Density functional theory data (ωB97M-V/def2-TZVPD) for an isolated molecule of C11H18BN in a non-equilibrium geometry.

Geometry as ORCA input:
```
! RIJCOSX wB97M-V def2-TZVPD def2/J DEFGRID3
* xyz 0 1
B 1.172 1.389 0.297
C -0.739 3.305 1.352
C -1.701 1.057 1.543
C 0.083 -1.007 1.187
C -0.581 2.019 1.815
C -1.305 -0.330 0.881
C 0.449 -0.934 -0.340
C 1.745 0.016 -0.551
C -1.005 -0.357 -0.649
C 3.070 -0.423 0.088
C -1.041 1.011 -1.352
C -1.705 -1.426 -1.494
N -0.971 4.302 0.843
H 1.869 2.286 0.326
H -2.375 0.961 2.397
H -2.338 1.563 0.834
H 0.881 -0.552 1.849
H -0.009 -1.945 1.700
H -0.107 1.770 2.863
H -2.169 -1.110 1.199
H 0.610 -1.811 -0.857
H 1.826 0.174 -1.622
H 3.368 -1.495 0.003
H 3.002 -0.289 1.177
H 3.913 0.183 -0.248
H -2.014 1.579 -1.270
H -0.922 0.851 -2.422
H -0.154 1.523 -0.914
H -1.138 -1.591 -2.366
H -2.758 -1.031 -1.717
H -1.647 -2.354 -0.951
*
```

- F_max: 5.763 eV/Å
- Total energy: -13859.936 eV
- Energy relative to the best compared isomer or geometry (same formula, charge and spin): 96.5 kcal per mole
- Frontier orbital gap: 0.3191 Eh